The following is a quantum chemistry calculation of a molecular structure, C36H45Br9N6O13 at a distorted geometry, from the Open Molecules 2025 dataset.

Structure (XYZ):
```
109
C36H45Br9N6O13 ωB97M-V with the def2-TZVPD basis set
C 3.99142 9.28743 -25.07368
Br 5.83154 9.75611 -24.59350
Br 4.02699 9.07089 -27.04166
Br 2.52015 10.47520 -24.42786
H 3.94960 8.31530 -24.60019
C 6.58295 14.16253 -17.38394
Br 4.80782 15.04263 -17.09604
Br 6.33004 12.23830 -17.70272
Br 7.50797 14.52513 -15.70578
H 7.09404 14.65761 -18.19967
C 6.66095 13.66667 -27.56496
Br 5.47054 12.09511 -27.80397
Br 7.33025 14.13349 -29.36622
Br 8.27624 13.31811 -26.48907
H 6.07716 14.48505 -27.15968
C 2.46343 17.35997 -25.74384
C 2.78818 16.03063 -25.39426
C 3.32953 15.12670 -26.30634
C 3.38458 15.48774 -27.64335
C 2.98090 16.76384 -28.03426
C 2.60402 17.70112 -27.10028
O 2.36322 19.01957 -27.44152
O 3.51742 13.87202 -25.80496
H 2.13154 18.11127 -25.04073
H 2.56194 15.78825 -24.36260
H 3.50961 14.76533 -28.43958
H 2.96700 17.03178 -29.08164
H 1.79464 19.38734 -26.75989
H 3.37119 13.77081 -24.86134
C 2.19438 17.39335 -21.36073
C 2.38418 18.08429 -22.57340
C 2.77974 19.40544 -22.48568
C 2.83778 20.06902 -21.26566
C 2.60130 19.43439 -20.05440
C 2.27801 18.06462 -20.14361
O 2.04796 17.35941 -18.99037
O 3.05744 20.08096 -23.65398
H 1.77955 16.39582 -21.31954
H 2.14492 17.71428 -23.55954
H 3.11914 21.10140 -21.08983
H 2.67293 19.93056 -19.09608
H 2.07854 18.03379 -18.30070
H 3.05994 21.03332 -23.74690
C 0.62336 12.57330 -13.47556
C 0.81267 12.86493 -14.83491
C 2.02806 12.66767 -15.43614
C 3.12557 12.22770 -14.72463
C 2.95607 11.97313 -13.37718
C 1.74422 12.28362 -12.71100
O 1.67292 12.10930 -11.35363
O 2.23973 13.12386 -16.71904
H -0.36486 12.53373 -13.03852
H 0.01708 13.22992 -15.47211
H 4.13749 12.14715 -15.09724
H 3.68234 11.59870 -12.66502
H 2.05770 11.26861 -11.09023
H 1.52243 13.65878 -17.12893
C 4.55330 12.85528 -22.91387
C 3.76918 12.66013 -21.81833
C 3.57814 13.72905 -20.95034
C 4.14534 14.97555 -21.17358
C 5.02941 15.10835 -22.28637
C 5.29788 14.01299 -23.11199
O 6.30551 14.14799 -24.03610
O 2.83422 13.48666 -19.81763
H 4.72543 11.97292 -23.51529
H 3.22344 11.75857 -21.58332
H 4.02879 15.80124 -20.48609
H 5.54076 16.03912 -22.48806
H 6.73585 13.31512 -24.25859
H 3.01198 14.31522 -19.35122
C 6.28326 19.18994 -23.23694
C 7.22895 18.81249 -22.26759
C 8.06361 17.66865 -22.42028
C 7.71547 16.85002 -23.48014
C 6.80172 17.21629 -24.41647
C 6.04872 18.35838 -24.33695
O 4.92813 18.54083 -25.09104
O 8.95474 17.43130 -21.44220
H 5.59548 20.01191 -23.08048
H 7.31944 19.33908 -21.32379
H 8.16480 15.90203 -23.75006
H 6.50642 16.51366 -25.18726
H 4.64967 19.46036 -25.04856
H 9.12789 18.20544 -20.90451
C 4.13611 9.18246 -18.33113
O 4.70331 8.11031 -18.44166
N 4.08325 10.16449 -19.29074
N 3.50693 9.63070 -17.20200
H 3.61438 11.03357 -19.11542
H 4.72264 10.03106 -20.05593
H 3.24213 10.59453 -17.09932
H 3.41522 9.09342 -16.35799
C -0.79640 14.76592 -18.18664
O 0.33907 14.28766 -18.07658
N -1.91425 14.03991 -18.05076
N -0.98854 16.06919 -18.51429
H -1.77481 13.08996 -17.74573
H -2.81434 14.45814 -17.90559
H -0.12730 16.58854 -18.60232
H -1.91843 16.43481 -18.57670
C -0.35149 12.56898 -22.03989
O -0.86741 12.48322 -23.16276
N 0.36966 11.56301 -21.52268
N -0.44982 13.64116 -21.21532
H 0.74188 11.64082 -20.59276
H 0.63375 10.79099 -22.10915
H -0.66945 14.58633 -21.46988
H 0.15597 13.61218 -20.40824
```

Properties
Charge   0
Frontier orbital gap   0.2745 Ha

=====

The following is a quantum chemistry calculation of 9 unconnected molecules or ions with the total composition C36H45F27O18 at a distorted geometry, from the Open Molecules 2025 dataset.

Structure (XYZ):
```
126
C36H45F27O18 ωB97M-V with the def2-TZVPD basis set
C -17.06909 -11.10099 -5.82261
C -17.64694 -10.02101 -6.71155
O -16.90275 -9.88582 -7.92235
C -17.35712 -10.43849 -9.02977
O -18.19284 -11.28722 -9.09770
C -16.56404 -9.98438 -10.28292
F -15.95149 -8.80522 -10.08840
F -15.66074 -10.87432 -10.67651
F -17.42278 -9.79776 -11.28435
H -16.85010 -12.03652 -6.33932
H -17.66386 -11.24772 -4.92337
H -16.06320 -10.83516 -5.47943
H -17.64189 -9.06998 -6.18279
H -18.67567 -10.24698 -6.99762
C -5.51661 -9.56266 -22.00599
C -5.58713 -8.87319 -20.67705
O -6.78818 -9.14617 -19.95840
C -7.10237 -8.34258 -18.95492
O -6.60901 -7.27532 -18.76224
C -8.24327 -8.92505 -18.08678
F -8.31291 -10.24797 -18.25807
F -8.14006 -8.61464 -16.80544
F -9.38077 -8.36181 -18.55319
H -4.64502 -9.21148 -22.56166
H -6.35317 -9.27066 -22.64451
H -5.44680 -10.65107 -21.99565
H -5.50884 -7.81325 -20.93489
H -4.75662 -9.08015 -20.00082
C -3.15514 -5.85995 -12.71843
C -3.87646 -6.83177 -13.62638
O -5.27855 -6.55996 -13.56227
C -6.10439 -7.19204 -14.36562
O -5.78394 -8.03578 -15.14359
C -7.57601 -6.80428 -14.09914
F -8.33557 -7.87751 -13.91084
F -7.67100 -6.08031 -12.99401
F -8.08368 -6.12778 -15.11274
H -3.57616 -5.87549 -11.71187
H -3.30787 -4.84681 -13.09363
H -2.08173 -6.02592 -12.66803
H -3.68154 -7.88610 -13.44072
H -3.50797 -6.62251 -14.63332
C -12.23264 -16.46464 -18.42126
C -12.67961 -15.25255 -19.22805
O -11.93153 -14.10946 -18.76854
C -12.39660 -12.88284 -18.96979
O -13.44829 -12.59920 -19.44490
C -11.40694 -11.86401 -18.40751
F -11.14208 -10.92270 -19.32090
F -12.02462 -11.29290 -17.34120
F -10.24946 -12.33575 -17.95539
H -11.50564 -17.05774 -18.97515
H -13.13872 -17.05535 -18.27305
H -11.77148 -16.30990 -17.44823
H -13.73956 -15.01703 -19.15069
H -12.45601 -15.45656 -20.27552
C -16.14168 -5.03546 -15.82557
C -16.08471 -6.52157 -16.18283
O -16.30275 -6.77841 -17.57109
C -17.52569 -6.78410 -18.04923
O -18.52518 -6.50762 -17.45308
C -17.60422 -7.06855 -19.56636
F -18.01963 -8.32279 -19.79526
F -18.49450 -6.26457 -20.13754
F -16.40506 -6.89496 -20.13032
H -17.10649 -4.64161 -16.15817
H -15.40622 -4.45977 -16.38826
H -16.07227 -4.83707 -14.75926
H -16.78695 -7.13092 -15.62189
H -15.06886 -6.84805 -15.96983
C -9.54693 -9.88300 -11.18220
C -10.61740 -10.52731 -10.33270
O -10.60210 -9.89194 -9.03104
C -10.13258 -10.51497 -7.97199
O -10.11192 -11.69777 -7.82589
C -9.62151 -9.51944 -6.90602
F -10.50458 -9.50518 -5.88085
F -8.46808 -9.95266 -6.40878
F -9.53064 -8.27498 -7.34468
H -9.69271 -10.12560 -12.23488
H -8.60794 -10.31621 -10.82638
H -9.46580 -8.79761 -11.15047
H -10.36304 -11.58272 -10.27543
H -11.61151 -10.32561 -10.72399
C -11.48161 -7.16524 -16.16519
C -12.44974 -8.33638 -16.01553
O -13.23858 -8.14390 -14.84058
C -12.71396 -8.44773 -13.67951
O -11.63732 -8.93554 -13.52276
C -13.61751 -8.09881 -12.48877
F -14.74083 -7.52678 -12.85955
F -13.88592 -9.18900 -11.77626
F -12.99316 -7.29659 -11.63946
H -10.81147 -7.26412 -17.01366
H -10.89370 -6.93939 -15.27759
H -12.05481 -6.25008 -16.34631
H -11.85190 -9.24501 -15.93100
H -13.13548 -8.43298 -16.85059
C -15.27442 -9.90140 -18.26699
C -16.56585 -10.52637 -17.74937
O -16.37548 -11.24668 -16.54963
C -16.51874 -10.61106 -15.39090
O -16.61141 -9.42700 -15.27226
C -16.38745 -11.57135 -14.18636
F -17.40029 -11.38944 -13.36016
F -16.43179 -12.83810 -14.61376
F -15.23744 -11.37301 -13.56277
H -14.97342 -9.14339 -17.54305
H -15.36620 -9.53200 -19.28287
H -14.52624 -10.69198 -18.21094
H -16.93689 -11.21652 -18.51709
H -17.45728 -9.89321 -17.81057
C -12.11641 -9.51473 -22.00138
C -13.48741 -9.16201 -21.42357
O -13.67647 -7.77633 -21.10554
C -12.97542 -7.19371 -20.17080
O -12.19691 -7.72937 -19.43178
C -13.17932 -5.67285 -20.12536
F -14.25658 -5.30958 -20.81874
F -13.27431 -5.21758 -18.87702
F -12.08626 -5.10084 -20.66541
H -12.05393 -10.59691 -22.12905
H -11.34795 -9.24620 -21.28203
H -12.00363 -9.10007 -23.00228
H -13.54249 -9.69635 -20.47230
H -14.32937 -9.50010 -22.01790
```

Properties
Energy above the lowest of the compared OMol25 structures with the same formula, charge and spin   155.5 kJ/mol
Charge   0
Frontier orbital gap   0.4178 Ha